Computed, not measured: a 4-piece molecular cluster, C33H65BrFNO6S overall in a non-equilibrium geometry, with the ωB97M-V functional and the def2-TZVPD basis.

Values from the calculation:
SMILES = CCCCCCCCCCCCCCC[C@]1(Br)OC(=O)O[C@]1(N=C=S)[C@H](C)F.CCOCC.CCOCC.CCOCC
E_HOMO = -0.35444 hartree
Energy = -132638.3133 eV
LUMO = -0.5 eV

Each line ends with the Mulliken charge.
Element x y z (Å)
C -0.199905 2.334718 1.556990  -0.276
C 1.333880 1.787185 1.639791  -0.301
C 1.339108 0.333813 0.894538  -0.361
C 1.997911 0.483692 -0.586496  -0.773
C 1.282055 -0.434817 -1.692951  -0.628
C -0.306351 -0.214213 -1.819556  0.200
C -1.170000 -1.582105 -1.607523  -0.895
C -2.585389 -1.082051 -0.962493  1.083
C -3.528941 -2.292318 -0.485612  -0.900
C -5.004942 -2.253188 -1.168027  -0.898
C -5.703194 -0.806444 -1.084703  0.981
C -7.307593 -0.832097 -1.158660  -0.765
C -8.029264 0.251785 -0.200346  -0.430
C -8.300845 1.674213 -0.887650  -1.155
C -6.989296 2.461775 -1.381592  0.218
C -6.180940 3.229341 -0.226125  0.335
Br -6.784153 2.956774 1.667280  -0.042
O -6.258417 4.696898 -0.323514  -0.399
C -5.176035 5.077942 0.569333  0.496
O -5.144287 5.922117 1.470398  -0.513
O -4.092288 4.206414 0.239049  -0.408
C -4.615544 3.101944 -0.564012  0.491
N -3.885558 1.838107 -0.280647  0.359
C -3.597470 1.725998 0.995563  -0.033
S -3.751351 1.197598 2.574378  -0.078
C -4.244660 3.562016 -2.063510  0.136
C -3.829745 2.380222 -3.055990  -0.736
F -3.116705 4.483799 -2.041475  -0.382
H -0.734791 2.207445 2.561607  0.279
H -0.719551 1.786504 0.693166  -0.344
H -0.229389 3.453796 1.306896  0.277
H 2.059104 2.490977 1.089908  0.272
H 1.669388 1.695100 2.735384  0.061
H 0.275479 -0.115206 0.844260  0.246
H 1.966743 -0.387356 1.540175  0.331
H 3.078945 0.086460 -0.473353  0.261
H 2.074103 1.579768 -0.914679  0.361
H 1.722560 -0.236575 -2.744092  0.253
H 1.450473 -1.558702 -1.501756  0.118
H -0.539819 0.147398 -2.879348  0.368
H -0.671526 0.614823 -1.108612  -0.329
H -0.691802 -2.252004 -0.803369  0.392
H -1.366639 -2.124159 -2.591275  0.235
H -3.058490 -0.386878 -1.736401  -0.240
H -2.274637 -0.512518 -0.004362  -0.373
H -2.989849 -3.287792 -0.654766  0.404
H -3.660392 -2.203870 0.662297  0.257
H -5.664701 -3.102567 -0.775035  0.386
H -4.843854 -2.469722 -2.294794  0.219
H -5.311234 -0.192936 -1.973658  -0.247
H -5.367001 -0.326014 -0.104406  -0.265
H -7.614991 -0.738270 -2.253866  0.272
H -7.660066 -1.868192 -0.790680  0.365
H -9.062033 -0.198782 0.057828  0.359
H -7.451082 0.300190 0.784105  0.228
H -8.944045 2.335447 -0.195755  0.316
H -8.952320 1.515762 -1.831901  0.422
H -6.315742 1.737150 -1.946103  -0.383
H -7.357709 3.268812 -2.121063  0.334
H -5.100389 4.137571 -2.575107  0.261
H -3.466807 2.889027 -4.029519  0.408
H -4.685904 1.690871 -3.366759  0.227
H -2.962435 1.733127 -2.698726  -0.072
C 4.909811 -4.089040 -3.605080  -1.170
C 3.804551 -4.471793 -2.636065  -0.075
O 2.559839 -3.849319 -2.921788  -0.335
C 1.977510 -4.143459 -4.183617  -0.286
C 1.659887 -5.616241 -4.377143  -1.134
H 5.007600 -3.002408 -3.668337  0.288
H 5.863831 -4.512013 -3.282193  0.393
H 4.705905 -4.457045 -4.614129  0.366
H 4.089582 -4.145738 -1.633053  0.067
H 3.683344 -5.559499 -2.585912  0.287
H 2.611776 -3.766595 -4.992888  0.327
H 1.044541 -3.575577 -4.231094  0.298
H 2.569452 -6.221064 -4.410404  0.273
H 1.121085 -5.771053 -5.314674  0.397
H 1.049502 -5.990823 -3.551483  0.304
C 5.689537 4.170981 5.338668  -1.046
C 4.996974 3.708171 4.068314  -0.323
O 3.667786 3.253977 4.280500  -0.397
C 2.748426 4.202757 4.803666  -0.370
C 2.543446 5.409172 3.903847  -1.067
H 5.647214 3.393732 6.105687  0.285
H 6.735693 4.412343 5.136835  0.390
H 5.215018 5.064176 5.753437  0.262
H 5.550384 2.861182 3.656147  0.316
H 5.013460 4.491809 3.302854  0.309
H 3.048516 4.508150 5.811615  0.361
H 1.794304 3.679828 4.909558  0.339
H 3.453792 6.008572 3.824060  0.313
H 1.753885 6.051657 4.299941  0.396
H 2.270774 5.094509 2.893202  0.242
C 5.966519 -1.808529 1.858941  -1.099
C 5.918888 -3.025853 0.951552  -0.022
O 7.191838 -3.616086 0.727390  -0.439
C 7.869907 -4.111503 1.873377  -0.307
C 7.116242 -5.215733 2.594570  -1.036
H 6.688985 -1.078200 1.486247  0.316
H 4.983029 -1.336107 1.915976  0.261
H 6.267943 -2.075490 2.875272  0.333
H 5.543902 -2.717972 -0.027498  0.114
H 5.214736 -3.774063 1.332214  0.309
H 8.115207 -3.290487 2.555244  0.300
H 8.821978 -4.513084 1.517055  0.337
H 6.186874 -4.845218 3.034166  0.262
H 7.725276 -5.630541 3.400907  0.393
H 6.851574 -6.018287 1.901439  0.282

Forces on the atoms, in the same order (eV/Å):
C 0.835 0.649 -0.083
C -1.023 -0.603 -0.283
C 0.717 0.463 0.257
C 0.311 -1.243 0.335
C -0.252 -0.058 -0.580
C 0.008 -0.548 -0.498
C -0.865 1.566 1.269
C 1.093 -0.798 0.124
C -0.656 0.511 0.379
C 0.826 -0.118 -1.011
C 0.028 -0.389 0.082
C 0.296 -0.435 0.553
C -0.580 -0.628 -0.598
C -0.220 -0.036 -0.199
C -1.417 0.495 0.401
C 0.502 0.154 -2.202
Br 0.440 -0.604 -1.003
O 1.242 -0.474 1.818
C 0.942 0.833 1.400
O -0.368 -3.202 -4.275
O -2.058 0.851 1.125
C 1.038 1.484 -0.031
N 0.739 1.398 5.942
C -2.861 -1.948 -1.211
S 1.178 1.536 -4.158
C 0.003 -0.429 -1.897
C 0.500 0.433 -0.795
F -1.809 -1.616 0.257
H 0.621 -0.077 -1.619
H 0.493 0.827 1.461
H 0.023 -1.535 0.392
H -1.111 -1.064 0.923
H -0.470 0.193 -1.706
H 1.647 0.837 0.077
H -0.896 0.955 -1.198
H -1.564 0.832 -0.357
H -0.380 -1.576 0.463
H -0.401 -0.244 1.781
H -0.032 1.756 -0.073
H 0.280 -0.326 1.414
H 0.518 -1.367 -0.963
H -0.465 0.813 -1.495
H 0.491 0.557 1.380
H 0.400 -0.889 1.357
H -0.639 -0.538 -1.725
H -0.933 1.288 0.014
H 0.122 -0.140 -1.783
H 0.852 1.322 -0.328
H -0.317 0.153 1.695
H -0.403 -0.719 1.528
H -0.491 -0.444 -1.317
H 0.135 -0.027 1.472
H 0.533 1.551 -0.638
H 1.527 0.843 -0.346
H -0.732 0.179 -1.426
H 1.174 -0.944 -1.004
H 1.085 0.060 1.476
H -0.740 1.054 0.983
H 0.762 -1.153 1.166
H 1.270 -0.752 1.155
H -0.637 -0.727 1.573
H 0.989 1.045 0.682
H -1.229 1.002 -0.130
C -0.048 -0.027 -0.232
C 0.071 0.029 -0.068
O -0.121 0.122 0.127
C -0.046 -0.053 0.041
C 0.190 -0.153 0.061
H 0.013 -0.061 0.085
H -0.068 0.041 0.017
H 0.064 -0.034 0.062
H -0.218 0.058 -0.034
H 0.040 -0.013 -0.067
H 0.036 -0.074 -0.033
H 0.133 0.078 0.186
H -0.056 0.009 -0.079
H 0.020 0.032 0.059
H -0.019 0.080 -0.072
C -0.126 0.159 0.140
C 0.004 0.021 0.071
O -0.036 -0.189 -0.032
C -0.043 0.037 -0.090
C 0.215 0.095 -0.083
H 0.043 -0.002 -0.095
H -0.063 -0.035 -0.004
H 0.089 -0.007 -0.047
H -0.230 -0.056 -0.004
H 0.015 0.060 0.054
H 0.030 0.078 -0.011
H 0.175 -0.151 -0.047
H -0.077 0.038 0.045
H 0.033 -0.063 -0.020
H -0.058 -0.022 0.095
C 0.109 -0.029 0.206
C 0.019 0.072 0.061
O 0.066 -0.024 -0.176
C -0.019 -0.085 -0.011
C -0.245 0.059 0.043
H -0.088 -0.037 -0.050
H 0.054 -0.029 -0.029
H -0.097 0.027 -0.031
H 0.190 -0.124 -0.042
H -0.008 0.033 0.077
H -0.060 -0.014 0.065
H -0.112 0.132 -0.166
H 0.073 -0.032 0.058
H -0.016 0.028 -0.064
H 0.098 0.039 0.030